Entry 1:
A molecular structure, C19H45N5O12Zn2 at a distorted geometry. Source: the OMol25 dataset; level of theory: ωB97M-V/def2-TZVPD.

Calculated values
HOMO energy: -8.16 eV
Relative energy (zero: lowest compared OMol25 entry of this formula, charge and spin): 0.000 eV
Maximum force: 10.1 eV/Å

Geometry (Å):
Zn (-1.064, -1.670, 1.212)
H (-3.935, -2.011, 0.225)
C (-1.758, -4.408, 0.385)
H (-2.050, -4.964, 1.282)
H (1.458, 1.313, -1.014)
O (1.979, -3.510, 3.735)
C (-0.262, -4.237, 0.315)
Zn (-1.306, 1.414, 1.611)
C (1.010, 2.820, 2.489)
O (-0.547, 0.287, -6.651)
O (4.467, 0.592, -1.677)
O (-2.371, 0.635, 3.183)
C (-1.708, -0.453, 3.395)
H (1.759, -2.358, 0.599)
H (-2.156, -4.964, -0.468)
O (-1.827, 0.089, 0.174)
C (1.569, -3.119, 1.355)
C (-2.261, 4.123, 1.109)
H (3.489, 6.011, 3.472)
H (2.869, 3.563, 3.287)
N (2.397, 1.492, -1.385)
H (-1.472, 0.014, -4.090)
H (0.003, -3.799, -0.650)
H (-0.941, -1.713, -2.781)
C (0.586, 0.222, -3.863)
H (-0.696, 5.153, 2.122)
C (2.112, -2.583, 2.660)
N (2.779, -0.704, -0.935)
H (0.019, -3.846, 2.340)
C (-3.741, -3.073, 0.096)
H (0.501, -1.392, -6.177)
H (-1.140, -0.439, -8.432)
C (-0.606, -0.550, -4.428)
H (-4.324, -3.748, 0.721)
H (3.104, -2.147, 2.490)
C (-4.110, 2.548, 1.016)
H (3.371, -1.511, -0.912)
C (-0.304, 0.150, -8.034)
H (-4.703, 3.098, 0.284)
H (2.112, -3.972, 0.934)
C (-0.760, 4.216, 1.566)
C (1.821, 3.880, 3.266)
O (-2.335, -3.101, 0.428)
O (-2.172, -1.602, 3.016)
C (2.422, 6.174, 3.292)
C (-0.752, 0.130, -0.537)
H (-0.068, 4.270, 0.729)
H (1.565, -1.695, 2.983)
O (-0.085, 1.164, -0.136)
O (-0.643, -0.301, 2.639)
H (-0.716, 3.293, 3.382)
H (1.224, 1.853, 2.944)
H (2.330, -5.344, 2.700)
H (-4.209, 1.474, 0.869)
H (1.915, 6.206, 4.262)
H (0.339, -2.172, -3.463)
H (3.739, -4.580, 3.603)
H (-4.493, 2.796, 2.009)
H (-0.278, 1.081, -8.594)
H (-2.443, 4.715, 0.210)
H (2.695, 2.390, -1.711)
O (-0.184, -1.040, -0.497)
C (-0.436, -0.897, -5.891)
H (1.520, -0.301, -3.655)
H (1.835, -0.763, -0.570)
H (-1.228, -1.605, -6.169)
H (2.462, -5.330, 4.440)
N (0.118, -3.375, 1.441)
H (0.630, -0.411, -8.149)
H (1.425, 3.992, 4.282)
H (2.253, 7.086, 2.726)
H (-3.836, -3.418, -0.935)
N (-0.591, -1.862, -3.727)
N (-0.449, 3.091, 2.423)
O (-2.710, 2.771, 0.998)
O (1.874, 5.100, 2.548)
H (0.197, -5.231, 0.271)
C (2.659, -4.737, 3.544)
H (0.941, 0.997, -4.557)
C (3.275, 0.473, -1.318)
H (0.294, 0.820, -2.999)
H (1.375, 2.783, 1.462)
H (-2.826, 4.659, 1.880)


Entry 2:
11 unconnected molecules or ions with the total composition C19H45N7O18 at a distorted geometry. Source: the OMol25 dataset; level of theory: ωB97M-V/def2-TZVPD.

Calculated values
SMILES: C[N+](=O)[O-].C[N+](=O)[O-].C[N+](=O)[O-].C[N+](=O)[O-].C[N+](=O)[O-].C[N+](=O)[O-].C[N+](=O)[O-].CC(C)=O.CC(C)=O.CC(C)=O.CC(C)=O
HOMO energy: -9.39 eV
Maximum force: 3.8 eV/Å

Geometry (Å):
O (3.361, -3.843, 2.235)
H (0.901, -6.691, -0.907)
C (-4.145, -1.452, -0.009)
N (-0.566, 4.437, 3.646)
H (2.271, 1.650, -1.240)
H (-3.681, -3.314, 0.758)
C (1.551, -4.734, -1.179)
O (2.898, -0.832, -1.194)
H (4.712, -1.821, 1.675)
H (-2.371, 1.886, 0.834)
H (4.064, 2.086, -1.348)
O (-1.565, 4.037, 3.060)
H (-0.756, -0.198, -0.127)
N (-1.227, -2.242, 4.163)
N (-1.041, 1.942, -4.118)
C (-3.070, -2.474, 0.305)
N (-5.949, 1.873, -1.417)
H (-5.640, -0.240, 0.922)
H (1.306, -2.177, -3.367)
H (-0.439, -3.939, -1.700)
H (3.919, -1.305, 3.172)
H (2.758, 3.270, -1.035)
H (-0.553, 3.098, 5.332)
H (0.273, -3.690, 4.703)
C (-0.286, 1.829, 0.579)
H (-5.320, 0.317, -2.602)
C (4.071, -1.948, -2.910)
H (-0.903, -3.234, 5.915)
H (0.327, 2.549, 3.848)
H (0.930, 0.195, 0.371)
C (3.802, -1.556, 2.118)
N (2.929, -2.704, 1.939)
H (-1.520, -4.205, 4.724)
H (-1.507, 3.647, -5.258)
C (-4.741, -0.798, 1.178)
H (0.598, -2.865, -0.692)
N (2.684, 2.624, -2.934)
O (-0.092, 5.517, 3.486)
O (-0.489, -1.339, 3.877)
H (-0.659, 4.099, -3.705)
H (-5.031, 1.952, -3.301)
N (3.419, 2.931, 2.461)
O (-1.236, 1.331, -5.104)
C (0.121, 3.407, 4.497)
H (-2.535, -2.782, -0.587)
H (2.010, -0.813, -4.276)
O (-6.773, 1.345, -0.783)
C (2.998, 4.357, 1.998)
H (-1.666, 3.510, 0.394)
H (-0.035, -4.344, 0.043)
O (-2.397, -2.290, 3.827)
O (2.675, -4.280, -1.027)
H (1.919, 4.457, 1.979)
H (-4.044, -0.028, 1.335)
C (1.696, -1.123, -3.274)
C (-1.615, 2.443, 0.269)
H (1.006, 3.894, 4.908)
H (-1.889, 2.221, -0.753)
H (-6.643, 1.323, -3.236)
H (0.915, -0.432, -2.897)
O (-5.236, 2.802, -1.040)
H (-2.400, -2.180, 1.130)
O (3.299, 2.556, 3.643)
C (-1.362, 3.414, -4.156)
O (-4.411, -1.181, -1.148)
C (3.008, 2.370, -1.492)
H (0.698, -6.230, -2.632)
H (3.865, -2.145, -3.984)
H (4.997, -1.422, -2.814)
H (2.374, -6.511, -1.960)
C (0.335, -3.926, -0.898)
H (-0.315, -0.046, 1.619)
H (-4.929, -1.506, 1.958)
H (3.437, 5.004, 2.722)
C (2.893, -1.222, -2.342)
C (-0.781, -3.472, 4.906)
H (3.969, -2.898, -2.389)
O (0.683, 2.489, 0.981)
H (-2.306, 3.578, -3.569)
O (1.985, 3.602, -3.190)
O (3.256, 1.881, -3.737)
O (3.930, 2.305, 1.592)
H (3.290, -0.746, 1.630)
O (-0.753, 1.439, -3.031)
C (-0.107, 0.327, 0.594)
H (3.409, 4.484, 0.968)
C (1.351, -6.142, -1.756)
O (1.798, -2.490, 1.568)
C (-5.706, 1.329, -2.749)


Entry 3:
5 unconnected molecules or ions with the total composition C19H46B2BrN2O13P2S at a distorted geometry. Source: the OMol25 dataset; level of theory: ωB97M-V/def2-TZVPD.

Calculated values
HOMO energy: -5.24 eV
Charge: -1
Maximum force: 3.2 eV/Å

Geometry (Å):
H (0.384, -1.547, 3.734)
H (4.449, 5.462, -4.291)
C (-2.203, -0.653, -0.218)
C (3.438, -0.322, 0.692)
H (-6.476, 0.824, -3.373)
H (5.743, 3.042, -5.342)
H (2.459, 2.497, -3.605)
C (4.221, 4.448, -5.938)
H (-0.112, -0.006, -2.750)
O (-2.741, -1.203, 0.962)
O (2.168, -2.946, 7.007)
H (-0.980, 0.287, 4.777)
H (0.142, -4.627, -0.209)
H (-4.928, -1.968, -4.296)
C (3.139, 0.877, 1.573)
H (2.814, -4.078, 8.571)
P (-0.351, -0.876, -0.518)
B (-3.080, -2.542, 0.850)
H (-1.996, 3.737, 0.585)
H (-1.907, -4.054, 0.918)
H (-0.738, -3.614, -1.448)
H (0.205, 4.441, -0.085)
O (-0.062, 4.051, -2.167)
O (3.842, 4.784, -4.607)
H (6.344, 4.672, -5.603)
O (3.364, 2.092, 0.871)
C (-2.466, 0.993, -0.075)
C (-1.291, 1.919, -0.425)
H (3.472, -5.219, 6.445)
H (-2.015, -0.798, 3.829)
H (2.437, -6.280, 7.423)
N (-5.383, -1.403, -3.583)
O (-5.654, 1.158, -3.770)
H (-3.692, -0.254, -5.301)
C (2.470, -5.345, 6.859)
C (0.257, -2.484, 0.210)
C (-1.710, 3.396, -0.420)
H (3.523, 3.690, -6.293)
Br (-5.733, -0.258, -0.452)
H (1.018, -3.683, -1.415)
H (1.779, -5.420, 6.017)
S (-4.989, 2.815, 1.792)
C (0.972, 3.221, -2.192)
H (-1.987, -0.933, 5.582)
H (0.394, -1.684, 5.502)
H (3.273, -1.258, 1.232)
H (-1.306, -3.115, 3.745)
H (1.325, 3.701, -4.246)
H (-0.981, 1.682, -1.450)
P (-4.583, -0.049, -3.376)
C (-0.567, 4.340, -0.852)
H (2.779, 2.089, 0.101)
O (-0.753, -3.067, 4.536)
O (1.515, 2.751, -1.244)
C (2.111, -4.163, 7.742)
C (-1.367, -0.731, 4.707)
H (3.789, 0.879, 2.450)
H (1.104, -4.283, 8.154)
O (-3.431, 1.305, -1.019)
N (-2.830, 1.177, 1.368)
B (-4.034, 0.064, -1.514)
H (4.119, 5.335, -6.571)
O (-3.306, -0.076, -4.429)
H (4.473, -0.292, 0.346)
C (0.125, -3.690, -0.780)
H (-1.031, 5.332, -0.929)
H (2.799, -0.313, -0.196)
C (5.644, 3.922, -5.979)
O (-2.925, -0.879, -1.379)
H (5.933, 3.654, -6.997)
H (-0.453, 1.825, 0.269)
H (-2.553, 3.607, -1.086)
H (1.539, -3.018, 6.280)
H (2.098, 0.851, 1.915)
C (-0.238, -1.740, 4.616)
H (-3.853, -3.169, -0.812)
O (-2.355, -3.508, 1.580)
C (1.422, 2.828, -3.593)
H (0.799, 1.993, -3.936)
H (0.890, -1.418, -2.521)
H (1.334, -2.339, 0.369)
H (-0.170, -2.685, 1.196)
C (-0.124, -1.031, -2.366)
H (-0.902, -1.625, -2.850)
C (-3.708, 1.920, 1.597)
O (-4.142, -3.014, 0.101)


Entry 4:
A molecular structure, C19H46B2NO27 at a distorted geometry. Source: the OMol25 dataset; level of theory: ωB97M-V/def2-TZVPD.

Calculated values
HOMO energy: -7.75 eV
Charge: -1
Relative energy (zero: lowest compared OMol25 entry of this formula, charge and spin): 0.387 eV
Maximum force: 11.0 eV/Å

Geometry (Å):
H (-8.536, -34.890, 22.513)
H (-11.112, -31.180, 21.639)
H (-9.784, -34.085, 22.755)
H (-11.595, -32.065, 19.674)
O (-11.094, -35.739, 20.886)
O (-13.405, -32.809, 27.247)
H (-16.415, -29.858, 22.759)
C (-13.742, -29.003, 21.978)
C (-16.346, -29.263, 21.694)
O (-17.214, -33.203, 26.196)
O (-13.948, -34.156, 20.477)
H (-11.530, -28.212, 29.087)
H (-7.863, -34.132, 24.757)
C (-16.611, -33.056, 25.098)
O (-15.046, -32.069, 23.740)
H (-11.884, -34.547, 30.345)
H (-10.786, -28.694, 20.290)
O (-15.373, -31.046, 25.649)
H (-16.250, -29.201, 31.111)
H (-12.653, -30.545, 30.697)
O (-11.461, -33.774, 23.432)
H (-11.034, -34.710, 29.205)
N (-12.354, -29.493, 21.619)
O (-14.752, -31.726, 28.619)
O (-13.047, -29.607, 28.021)
H (-14.747, -30.398, 20.867)
H (-12.605, -31.660, 22.276)
O (-11.045, -34.290, 30.143)
O (-12.497, -32.769, 24.999)
H (-15.187, -29.333, 30.170)
C (-11.491, -29.180, 24.115)
H (-11.334, -35.093, 21.491)
H (-11.610, -27.800, 22.639)
C (-11.571, -33.439, 24.612)
H (-13.143, -26.587, 26.663)
C (-11.496, -28.699, 22.696)
C (-12.886, -30.678, 27.573)
O (-12.094, -30.955, 26.727)
C (-17.484, -29.575, 20.797)
H (-17.458, -29.248, 19.834)
H (-10.802, -27.315, 25.214)
O (-9.597, -34.425, 25.635)
C (-10.428, -28.422, 25.084)
H (-12.521, -28.948, 24.708)
H (-6.813, -33.641, 25.697)
C (-12.400, -31.298, 19.995)
O (-14.888, -34.123, 22.392)
H (-16.265, -28.316, 22.147)
O (-8.508, -32.465, 28.185)
C (-15.505, -32.064, 24.996)
H (-13.439, -28.013, 27.017)
H (-13.100, -29.625, 18.400)
H (-14.041, -27.952, 22.080)
O (-16.155, -32.360, 19.853)
O (-10.960, -33.143, 26.734)
O (-16.032, -29.557, 30.080)
H (-17.579, -32.244, 29.731)
C (-11.851, -28.932, 20.344)
C (-10.591, -33.701, 25.586)
O (-8.878, -34.069, 22.288)
H (-13.776, -29.303, 23.123)
C (-14.926, -33.858, 21.197)
H (-11.320, -29.755, 18.561)
H (-13.491, -31.595, 19.730)
H (-14.870, -29.072, 20.133)
B (-15.758, -33.134, 23.044)
H (-17.575, -30.634, 21.031)
C (-12.240, -29.904, 19.229)
H (-16.142, -32.549, 29.703)
H (-12.403, -28.029, 20.108)
H (-11.976, -36.096, 20.537)
O (-13.811, -27.235, 26.683)
C (-14.894, -29.449, 21.113)
H (-11.400, -30.233, 23.870)
H (-9.407, -28.348, 24.886)
H (-18.424, -29.143, 20.928)
O (-16.661, -33.776, 24.129)
C (-13.720, -31.780, 27.935)
H (-7.844, -36.904, 25.941)
H (-8.876, -35.874, 26.129)
H (-10.520, -28.622, 22.368)
H (-10.411, -29.043, 25.957)
C (-15.934, -32.875, 20.839)
H (-14.221, -30.779, 30.413)
B (-12.188, -32.331, 26.453)
H (-10.154, -28.849, 29.472)
H (-7.826, -33.063, 27.866)
C (-12.121, -31.021, 21.477)
O (-13.501, -30.329, 31.025)
O (-16.573, -32.609, 21.863)
O (-10.930, -28.099, 29.712)
O (-8.268, -36.513, 26.675)
H (-9.278, -32.783, 27.702)
O (-16.913, -32.777, 30.139)
O (-6.903, -33.948, 24.792)


Electronic energy: -5486.206120 -2487.850755 -5544.111683 -2887.659678 (Ha)